Entry 1:
13
Properties=species:S:1:pos:R:3:forces:R:3:lowdin_charge:R:1 method="wB97M-V/def2-TZVPD" max_force_ev_per_a=7.16 e_above_lowest_ev=5.002 multiplicity=1
C -1.4943 0.8332 0.6205 -3.47 -0.81 -0.40 -0.229
C -0.1009 0.6863 1.2320 0.77 4.28 -0.06 -0.610
C 0.8127 -0.8132 -0.9147 -2.77 -0.67 -1.34 -0.535
C 2.0565 -1.4499 -1.5927 2.38 0.37 -4.43 -0.271
H -1.5758 0.2997 -0.4627 0.18 0.92 2.85 0.056
H -2.0136 2.0183 0.3004 1.92 -3.68 1.72 0.146
H -2.2755 0.0688 1.5441 1.93 2.78 -3.19 0.169
H 0.1663 -0.1886 1.6661 -0.33 -3.27 1.14 -0.017
H 0.1441 1.3836 2.1824 -0.57 -0.83 -2.63 0.127
H 0.0113 -1.5421 -0.1698 2.96 1.93 -2.40 0.165
H 0.1036 -0.4221 -1.8962 2.01 -1.56 2.74 0.129
N 2.8876 -1.6103 -2.4736 -4.58 0.58 5.48 0.106
S 1.2779 0.7362 -0.0359 -0.41 -0.04 0.51 0.765

***

Entry 2:
17
Properties=species:S:1:pos:R:3:forces:R:3:lowdin_charge:R:1 method="wB97M-V/def2-TZVPD" max_force_ev_per_a=4.25 e_above_lowest_ev=1.802 multiplicity=1
C -2.9402 -0.6932 0.3378 3.14 1.26 0.12 -0.088
C -2.2396 0.7756 0.4505 1.42 -0.34 0.11 -0.349
N -3.3018 1.7326 0.7914 -0.27 0.49 2.57 -0.082
H -3.9688 -0.5015 0.6040 -0.29 -0.64 -0.28 0.046
H -2.7002 -1.2496 -0.5941 -0.85 0.76 0.24 0.060
H -2.3665 -1.2872 1.0809 -0.97 0.16 -0.01 0.051
H -1.3690 0.7012 1.2497 -1.66 0.16 -1.28 0.101
H -1.6953 1.2458 -0.4603 -1.08 -1.34 1.09 0.114
H -2.8765 2.6336 1.0662 -0.12 -0.42 -0.67 0.062
H -3.7473 1.4927 1.7404 0.73 -0.09 -1.89 0.093
C 1.6527 -0.8910 1.5829 1.07 -1.35 -3.88 -0.364
S 2.0609 0.1973 0.0339 0.43 1.00 1.49 0.244
S 1.5603 -0.5870 -1.8132 -1.52 -1.00 1.66 0.251
H 0.6198 -1.1533 1.5324 -0.83 0.08 0.20 -0.017
H 1.8796 -0.2075 2.3797 0.51 -0.25 0.43 0.016
H 2.2300 -1.8419 1.3191 -0.41 1.39 1.49 0.052
H 0.3302 -0.8739 -1.2163 0.68 0.14 -1.38 -0.192

***

Entry 3:
31
Properties=species:S:1:pos:R:3:forces:R:3:lowdin_charge:R:1 method="wB97M-V/def2-TZVPD" max_force_ev_per_a=1.03 e_above_lowest_ev=0.000 multiplicity=1
C -3.2657 -0.3588 -0.6579 0.44 0.06 0.07 -0.016
C -1.9582 -0.3657 0.1134 -0.63 -0.11 0.33 -0.238
H -1.8278 -1.2957 0.6827 0.00 0.18 -0.14 0.159
C -1.8909 0.8315 1.0936 0.31 -0.55 -0.31 -0.439
O -2.6762 1.7507 1.0499 -0.40 0.28 -0.07 0.082
N -0.8824 0.7345 1.9755 0.40 0.04 0.34 0.081
H -0.2556 -0.0610 1.9440 -0.21 0.03 -0.12 0.123
C -0.6570 1.7289 3.0069 -0.11 0.17 -0.13 -0.175
C -0.7006 1.1125 4.3644 -0.22 -0.10 0.13 -0.522
C 0.3117 0.9801 5.2635 -0.15 0.13 -0.27 -0.138
C -0.0826 0.3167 6.4475 -0.14 -0.14 0.20 -0.193
C -1.3868 -0.0533 6.4244 -0.21 0.03 -0.20 -0.420
S -2.1665 0.4048 4.9620 0.54 0.12 0.13 1.034
H -1.9471 -0.5706 7.1775 -0.07 -0.11 0.20 0.058
H 0.5792 0.1244 7.2726 0.08 -0.06 0.16 0.100
H 1.3072 1.3486 5.0905 0.18 0.09 -0.10 0.109
H 0.3179 2.2058 2.8572 -0.14 0.02 0.06 0.131
H -1.4470 2.4775 2.8874 0.23 -0.03 0.01 0.122
O -0.8892 -0.2686 -0.8430 0.00 0.23 -0.18 0.006
C 0.2952 -0.7646 -0.5185 0.06 -0.26 0.62 -0.434
O 0.5693 -1.2462 0.5542 0.10 -0.01 -0.25 0.119
C 1.2592 -0.6565 -1.6433 0.50 0.02 -0.36 -0.309
N 2.5437 -0.7340 -1.3783 -0.19 -0.09 0.74 -0.252
S 3.4602 -0.6102 -2.6981 -0.78 0.10 -0.66 1.038
C 2.1064 -0.4451 -3.7624 0.02 -0.04 0.57 -1.014
C 0.9458 -0.4862 -3.0192 0.58 0.04 -0.38 -0.716
Cl -0.6090 -0.3725 -3.7024 -0.08 -0.01 -0.31 0.762
Cl 2.2355 -0.2619 -5.4436 0.03 0.00 -0.07 0.678
H -3.3821 0.5971 -1.1608 -0.07 0.05 -0.02 0.089
H -4.0917 -0.4895 0.0345 -0.08 0.01 0.04 0.093
H -3.2746 -1.1593 -1.3926 0.01 -0.10 -0.02 0.084

***

Entry 4:
6
Properties=species:S:1:pos:R:3:forces:R:3:lowdin_charge:R:1 method="wB97M-V/def2-TZVPD" max_force_ev_per_a=2.39 e_above_lowest_ev=1.484 multiplicity=1
C -0.9397 0.0538 0.6236 -0.84 -0.41 0.06 -0.436
C 1.3407 -0.3240 -0.7100 1.00 1.30 1.08 0.030
N -1.4502 -0.9672 0.4291 0.28 0.74 0.33 0.161
O 0.9206 -1.0553 -1.4207 -0.51 -1.65 -1.65 0.131
O -0.3546 1.2057 0.7822 -0.32 -0.49 -0.02 0.077
H 0.4831 1.0870 0.2958 0.40 0.50 0.18 0.036

***

Entry 5:
117
Properties=species:S:1:pos:R:3:forces:R:3:lowdin_charge:R:1 method="wB97M-V/def2-TZVPD" energy_ev=-92921.03961 max_force_ev_per_a=2.19 multiplicity=1
H 4.5162 0.6628 0.0108 -0.16 -0.11 0.26 0.051
N 3.6015 0.4023 -0.3654 0.54 0.24 -0.56 0.108
C 3.5443 0.8418 -1.5597 -0.31 -0.59 0.32 -0.243
C 2.2721 0.5838 -2.3497 -0.03 1.05 0.49 -0.108
C 1.1149 1.3669 -1.7331 -0.08 -1.01 -0.42 -0.136
C 1.3043 2.5378 -1.0400 1.40 0.65 0.17 -0.013
C 0.2794 3.2506 -0.5005 -0.68 0.87 0.59 -0.002
C -1.0109 2.7952 -0.6347 -0.77 0.03 0.26 -0.079
C -1.2347 1.6315 -1.3373 -0.89 -0.28 0.04 -0.029
C -0.1842 0.9069 -1.8690 -0.42 -0.65 -0.94 -0.060
C -0.5610 -0.3822 -2.5718 0.45 0.23 0.11 -0.149
O -1.1278 -1.2076 -1.5652 -0.10 -0.09 -0.70 -0.138
C -1.6310 -2.4419 -2.0784 -0.29 -0.13 1.15 -0.153
C -0.8113 -3.6093 -1.4971 -0.04 -0.12 -1.35 -0.194
O -1.4707 -4.3273 -0.4815 0.12 0.46 0.11 -0.137
C -1.7150 -3.5492 0.6770 -0.02 -0.46 1.20 -0.271
C -0.4578 -2.9946 1.3492 0.07 0.66 -0.44 -0.070
C -2.6765 1.2156 -1.4754 -0.48 -0.32 -0.57 -0.232
O -3.1684 0.7185 -2.4769 0.48 0.33 0.79 0.116
C -3.5387 1.5064 -0.2762 1.28 -0.37 -1.52 -0.084
C -4.5395 0.6449 0.0453 -0.58 -0.08 0.45 -0.013
C -5.3135 0.9406 1.1601 -0.65 -2.01 -0.57 -0.369
P -6.6984 -0.2186 1.5637 -0.75 0.86 1.22 1.000
C -7.6766 -0.2420 -0.0231 0.27 0.27 0.16 -0.424
C -9.2044 -0.3971 0.2181 0.92 -0.16 -0.52 -0.160
C -5.9736 -1.9016 1.8728 0.04 -0.84 -1.10 -0.407
C -6.0083 -2.8742 0.6667 0.32 -0.10 0.52 -0.162
C -5.0560 2.0526 1.9140 -0.44 0.32 0.78 -0.082
C -4.0399 2.9073 1.5619 0.11 1.19 0.51 0.000
C -3.2844 2.6461 0.4564 0.55 0.23 -0.31 -0.090
C -2.1803 3.5202 -0.0275 0.58 0.05 -0.40 -0.275
O -2.1864 4.7301 0.0210 -0.22 0.03 0.47 0.113
H 4.3660 1.4029 -2.0123 -0.18 -0.05 -0.18 0.105
H 2.0281 -0.4749 -2.3308 0.24 -0.03 -0.01 0.102
H 2.3613 0.9417 -3.3770 0.19 -0.29 -0.03 0.103
H 2.3062 2.9232 -0.8898 0.01 -0.10 -0.05 0.121
H 0.4216 4.1593 0.0720 0.31 0.03 -0.18 0.116
H -1.2788 -0.1774 -3.3699 -0.06 -0.03 0.13 0.126
H 0.3054 -0.8586 -3.0438 -0.06 -0.06 0.16 0.117
H -2.6546 -2.5341 -1.6927 0.03 -0.07 -0.18 0.122
H -1.7100 -2.4645 -3.1679 0.34 0.16 0.03 0.129
H -0.6342 -4.3248 -2.3074 -0.05 -0.13 0.23 0.124
H 0.1753 -3.2240 -1.2114 -0.13 -0.02 0.28 0.122
H -2.1955 -4.2263 1.3909 -0.03 -0.13 -0.27 0.116
H -2.4482 -2.7471 0.5111 0.19 0.03 -0.28 0.102
H 0.3999 -3.6658 1.2701 -0.17 -0.12 -0.04 0.083
H -0.1927 -2.0428 0.8778 0.20 -0.11 0.08 0.067
H -0.6159 -2.7804 2.4081 -0.19 -0.11 -0.07 0.075
H -4.7470 -0.2508 -0.5240 0.18 0.08 -0.23 0.118
H -7.2737 -0.9483 -0.7520 -0.16 0.03 -0.02 0.060
H -7.5116 0.7556 -0.4413 0.18 -0.08 0.06 0.070
H -9.7117 0.3574 -0.3831 -0.21 -0.09 0.15 0.061
H -9.5190 -1.3787 -0.1396 -0.24 0.02 0.33 0.061
H -9.4215 -0.2476 1.2744 -0.26 -0.11 -0.09 0.043
H -4.9422 -1.8618 2.2327 -0.10 0.37 0.08 0.070
H -6.5575 -2.3864 2.6580 -0.06 0.41 0.13 0.056
H -6.9724 -2.8610 0.1590 0.12 0.08 -0.13 0.051
H -5.1840 -2.6742 -0.0224 -0.27 0.08 -0.20 0.053
H -5.8660 -3.8990 1.0241 0.05 0.08 -0.02 0.068
H -5.6588 2.2772 2.7856 -0.04 -0.11 -0.01 0.105
H -3.8398 3.8060 2.1353 -0.04 -0.04 0.02 0.126
O 1.6817 3.8532 7.1541 0.01 -0.05 0.07 0.064
N 0.8331 4.6680 6.8471 0.01 0.02 0.01 -0.349
O 0.3127 5.4457 7.6207 0.00 0.00 0.00 0.079
C 0.4061 4.7058 5.4420 -0.08 -0.01 -0.31 -0.146
C 0.9534 3.8030 4.5469 0.18 -0.21 -0.02 0.003
C 0.5307 3.8260 3.2274 -0.11 0.13 -0.02 -0.046
C -0.4245 4.7484 2.8162 0.06 -0.12 0.10 -0.060
C -0.9565 5.6527 3.7272 0.05 -0.08 -0.08 -0.055
C -0.5421 5.6341 5.0487 -0.17 0.20 0.05 -0.005
H 1.6956 3.0836 4.8632 -0.05 0.03 0.12 0.108
H 0.9441 3.1202 2.5183 0.01 -0.02 0.04 0.107
H -0.7648 4.7492 1.7904 0.01 0.15 0.08 0.067
H -1.6985 6.3712 3.4052 0.01 0.00 0.01 0.112
H -0.9592 6.3364 5.7557 0.09 -0.08 0.10 0.119
O 5.4241 0.3711 -4.9145 0.05 0.04 0.04 0.075
N 4.6069 1.1849 -5.2924 0.09 -0.10 0.04 -0.329
O 4.0712 1.9989 -4.5619 -0.05 0.16 -0.09 0.050
C 4.2337 1.1754 -6.7107 -0.06 0.03 -0.23 -0.148
C 4.7909 0.2198 -7.5373 0.29 -0.16 -0.16 -0.021
C 4.4274 0.1870 -8.8727 -0.13 0.19 -0.04 -0.054
C 3.5171 1.1129 -9.3652 -0.01 -0.01 0.03 -0.067
C 2.9705 2.0746 -8.5229 0.08 -0.13 -0.06 -0.066
C 3.3275 2.1081 -7.1850 -0.18 0.21 0.04 -0.002
H 5.4966 -0.4988 -7.1546 -0.02 0.07 0.13 0.110
H 4.8491 -0.5627 -9.5280 0.01 -0.01 0.03 0.112
H 3.2291 1.0838 -10.4083 0.01 0.01 0.01 0.107
H 2.2628 2.7952 -8.9095 0.01 0.01 0.03 0.107
H 2.9003 2.8535 -6.5297 0.08 -0.07 0.10 0.119
O 3.1551 -1.3790 5.2810 0.00 -0.01 0.01 0.080
N 2.4855 -0.4940 5.7731 0.00 0.00 -0.08 -0.349
O 1.8901 0.3547 5.1379 0.00 0.01 0.01 0.067
C 2.3915 -0.4421 7.2395 -0.02 0.01 0.27 -0.144
C 3.0867 -1.3697 7.9952 0.17 -0.21 0.04 -0.006
C 3.0126 -1.3011 9.3768 -0.09 0.12 0.02 -0.068
C 2.2464 -0.3142 9.9846 0.00 0.00 -0.01 -0.070
C 1.5477 0.6031 9.2116 0.08 -0.13 0.07 -0.057
C 1.6193 0.5407 7.8295 -0.21 0.24 -0.02 -0.004
H 3.6829 -2.1368 7.5230 -0.04 0.07 -0.13 0.118
H 3.5553 -2.0155 9.9810 0.00 -0.01 -0.03 0.107
H 2.1952 -0.2595 11.0645 0.00 -0.01 -0.01 0.107
H 0.9502 1.3700 9.6853 0.01 0.02 -0.04 0.111
H 1.0778 1.2583 7.2310 0.10 -0.04 -0.11 0.106
O 4.0591 -2.0203 -5.9603 -0.13 -0.12 -0.04 0.060
N 4.0100 -3.2337 -5.9014 -0.04 -0.03 0.05 -0.334
O 3.7902 -3.9635 -6.8460 0.04 0.01 0.00 0.089
C 4.2257 -3.8495 -4.5859 0.03 -0.11 0.29 -0.143
C 4.4405 -3.0305 -3.4905 0.00 0.25 0.11 0.002
C 4.6197 -3.6085 -2.2442 -0.01 -0.14 0.00 -0.057
C 4.5871 -4.9904 -2.1081 0.00 -0.01 -0.02 -0.066
C 4.3806 -5.7984 -3.2191 0.02 0.12 0.10 -0.065
C 4.1976 -5.2275 -4.4683 -0.03 -0.25 -0.10 -0.004
H 4.4666 -1.9545 -3.5965 0.00 -0.03 -0.15 0.106
H 4.7818 -2.9809 -1.3782 -0.02 0.03 -0.02 0.109
H 4.7220 -5.4393 -1.1324 0.00 0.01 -0.01 0.109
H 4.3584 -6.8742 -3.1105 0.00 0.01 -0.03 0.108
H 4.0335 -5.8562 -5.3314 -0.02 0.13 -0.08 0.119

***

Entry 6:
18
Properties=species:S:1:pos:R:3:forces:R:3:lowdin_charge:R:1 method="wB97M-V/def2-TZVPD" max_force_ev_per_a=2.69 e_above_lowest_ev=0.920 charge=-1 multiplicity=1
O 0.1476 1.4142 -1.8216 -0.72 -0.16 -0.20 -0.035
C -0.1620 0.4382 -1.1055 0.93 0.10 -0.17 -0.509
N 0.2619 0.3463 0.1580 -0.11 -0.24 -0.62 0.067
C 0.2201 -0.8452 1.0192 0.05 0.62 0.44 -0.297
C -0.7543 -0.6604 2.2059 -0.64 -2.32 -1.21 -0.674
S -1.7921 -2.2449 2.3369 0.55 0.46 0.25 0.012
C -0.8750 -0.7235 -1.7029 -0.69 -0.65 -0.19 -0.006
H 0.8446 1.1300 0.4097 0.10 0.15 0.33 0.119
H -0.0856 -1.7348 0.4771 -0.11 0.21 -0.26 0.040
H 1.2581 -1.0132 1.3164 -0.04 -0.10 0.33 0.105
H -0.2284 -0.4933 3.1370 -0.21 0.59 0.13 0.022
H -1.5179 0.0220 1.8579 0.31 0.84 0.61 0.014
H -0.1839 -1.5575 -1.8507 0.08 0.10 0.05 0.091
H -1.2902 -0.4609 -2.6722 0.09 0.20 0.01 0.077
H -1.6775 -1.1145 -1.0740 0.08 0.09 0.14 0.082
H 2.6883 2.2433 -0.8725 -0.36 0.48 0.30 0.029
H 1.2125 2.4617 -1.2327 0.64 0.23 1.03 0.004
O 1.9339 2.7924 -0.5859 0.05 -0.59 -0.98 -0.141

***

Entry 7:
44
Properties=species:S:1:pos:R:3:forces:R:3:lowdin_charge:R:1 method="wB97M-V/def2-TZVPD" max_force_ev_per_a=0.42 e_above_lowest_ev=0.000 charge=+3 multiplicity=1
Au -1.8354 -0.1184 -0.1672 0.22 0.29 -0.09 0.581
O -3.2013 -1.8543 -1.6987 0.00 0.00 -0.06 -0.191
C -4.2920 -1.1464 -2.2927 -0.01 0.01 0.02 -0.147
C -4.0421 0.3397 -2.3069 0.04 -0.01 0.11 -0.232
C -4.8658 1.1299 -3.0927 -0.02 0.03 -0.02 0.031
C -4.7461 2.5068 -3.0585 -0.03 -0.01 -0.02 0.030
C -3.7837 3.0821 -2.2360 0.03 0.01 0.01 0.000
C -2.9804 2.2550 -1.4930 0.02 -0.05 -0.08 -0.108
N -3.1037 0.9035 -1.5216 -0.06 0.00 0.06 -0.094
H -3.4850 -2.7683 -1.5645 -0.01 0.01 0.04 0.121
H -5.2089 -1.3273 -1.7249 -0.01 -0.01 0.00 0.156
H -4.4555 -1.4881 -3.3160 0.00 0.01 -0.01 0.148
H -5.6094 0.6542 -3.7194 0.00 0.01 0.00 0.146
H -5.3940 3.1267 -3.6644 0.00 0.00 0.00 0.143
H -3.6547 4.1534 -2.1750 0.00 0.00 0.00 0.136
H -2.2088 2.6593 -0.8511 -0.01 0.00 0.01 0.113
C 1.0039 1.9141 2.4362 0.00 -0.03 -0.02 0.031
N 1.6415 0.6007 2.3210 0.05 -0.02 0.00 -0.040
C 1.0571 -0.5677 2.0268 -0.22 0.21 -0.02 -0.663
Se -0.7690 -0.9622 1.8020 -0.02 -0.40 -0.11 0.850
N 1.9809 -1.5450 2.0969 0.07 0.06 0.11 0.137
C 3.2022 -1.0034 2.4523 -0.04 0.01 -0.02 -0.148
C 4.4521 -1.5822 2.6690 0.03 -0.02 0.04 0.030
C 5.4580 -0.7172 3.0272 -0.03 0.10 0.00 -0.004
C 5.2399 0.6780 3.1615 0.02 -0.10 -0.01 -0.003
C 4.0082 1.2487 2.9477 0.03 0.04 0.01 0.032
C 2.9839 0.3721 2.5889 -0.04 -0.03 -0.06 -0.134
H -0.0738 1.7955 2.3848 0.00 -0.01 0.00 0.067
H 1.3548 2.5642 1.6369 0.01 0.00 0.00 0.114
H 1.2683 2.3453 3.3992 0.00 0.00 0.01 0.122
H 1.7657 -2.5312 2.0424 0.00 0.00 -0.02 0.177
H 4.6187 -2.6469 2.5799 0.01 0.01 -0.01 0.134
H 6.4474 -1.1093 3.2194 0.00 0.01 0.00 0.134
H 6.0715 1.3081 3.4463 0.00 -0.01 0.01 0.133
H 3.8495 2.3123 3.0593 0.00 0.00 0.00 0.132
C 1.6276 -0.2982 -1.4251 -0.03 0.04 -0.05 -0.339
Te -0.2743 -0.8867 -2.1297 -0.03 -0.08 0.24 1.563
C -0.0073 -2.9449 -1.7482 0.00 -0.02 0.00 -0.320
H 1.7486 -0.6101 -0.3919 0.03 -0.02 -0.03 -0.012
H 1.7223 0.7790 -1.5367 0.00 0.00 0.00 0.035
H 2.3553 -0.8045 -2.0618 0.00 0.01 -0.02 0.048
H 0.8036 -3.2630 -2.4060 -0.01 0.01 -0.02 0.048
H -0.9270 -3.4591 -2.0093 0.00 0.00 0.00 0.026
H 0.2568 -3.0943 -0.7065 -0.01 -0.01 0.00 0.019

***

Entry 8:
15
Properties=species:S:1:pos:R:3:forces:R:3:lowdin_charge:R:1 method="wB97M-V/def2-TZVPD" max_force_ev_per_a=1.02 e_above_lowest_ev=3.183 charge=+2 multiplicity=2 s2=0.755
C 1.0844 -1.6767 -0.4304 0.32 -0.02 -0.56 0.024
C 1.1390 -0.4809 0.3511 0.02 0.31 0.98 0.080
C 0.0349 0.0562 1.0578 -0.09 -0.32 -0.42 0.128
N 0.1922 1.2348 1.9098 0.09 0.23 -0.30 0.262
H 0.7747 -2.5503 0.1924 -0.16 0.16 -0.06 0.178
H 0.2919 -1.6234 -1.2098 -0.18 -0.04 0.23 0.166
H 2.0366 -1.8929 -0.9103 -0.02 -0.06 0.09 0.126
H 2.0964 0.0246 0.5193 -0.04 -0.09 -0.27 0.165
H -0.9769 -0.3229 0.9521 -0.03 -0.01 0.09 0.174
H 0.5186 2.0194 1.3203 0.02 0.20 0.11 0.212
H -0.6910 1.5465 2.3454 0.02 -0.19 -0.01 0.210
H 0.8977 1.1241 2.6589 -0.05 -0.11 0.00 0.215
H -2.3505 1.6272 -3.0310 -0.13 -0.07 -0.15 0.053
H -2.8580 0.1676 -3.0517 -0.16 0.08 -0.16 0.052
O -2.1901 0.7470 -2.6737 0.39 -0.06 0.45 -0.045